No. 1
59
Properties=species:S:1:pos:R:3:forces:R:3:mulliken_charge:R:1 method="wB97M-V/def2-TZVPD" homo_energy_ev=-9.0 lumo_energy_ev=0.41 smiles="CCCCCCNC(=O)[C@H](c1cc(C)cc(Cl)c1)N1CCC[S@@](=N)(=O)CC1" homo_lumo_gap_ev=9.4
C 6.2850 -3.2793 1.7095 0.00 0.00 0.00 -0.70
H -4.4114 2.9518 0.8376 0.00 0.00 0.00 0.32
H 4.5347 -5.7769 -1.0410 0.00 0.00 0.00 0.55
H 1.7044 -3.5739 -3.0801 0.00 0.00 0.00 0.55
H 7.5152 -1.4971 -0.7071 0.00 0.00 0.00 0.34
C 2.4006 -7.8545 -2.6985 0.01 0.00 0.00 -0.79
C 0.8462 -5.5013 -2.6320 0.00 0.00 0.01 -0.76
C 5.0895 -3.7354 2.2356 0.00 0.00 0.00 -0.15
C 2.0447 -4.5973 -2.9442 0.00 0.00 0.00 -1.23
H 8.0211 -3.1526 -1.0120 0.00 0.00 0.00 0.33
H -1.9802 3.6042 -0.9167 0.00 0.00 0.00 0.32
N 1.3538 -6.9846 -4.8857 0.00 0.00 0.00 -0.74
O -0.2196 -7.8366 -2.9893 0.00 0.01 0.00 -0.74
H 5.2824 -2.8959 -1.5024 0.00 0.00 0.00 0.51
C 2.4447 -2.3111 -1.2352 0.00 0.00 0.00 -0.66
Cl 4.9938 -4.1188 3.9299 0.00 0.00 0.00 -0.23
H 3.8882 -6.5340 -3.5555 0.00 0.00 0.00 0.43
H 0.6207 -6.5514 -5.4404 0.00 0.00 0.00 0.26
H 2.5761 -8.7165 -3.3425 0.00 0.00 0.00 0.49
H 2.0784 -8.2108 -1.7187 0.00 0.00 0.00 0.37
C 7.6599 -2.4719 -0.2397 0.00 0.00 0.00 -1.44
H 0.6833 -5.6678 -1.5655 0.00 0.00 0.00 0.37
C 3.5528 -5.9033 -1.4965 0.00 0.00 0.00 -0.41
H 2.0126 -4.1476 -0.1904 0.00 0.00 0.00 0.52
C 1.1321 -0.3417 -0.5997 0.06 0.02 0.11 -0.88
H -2.5044 1.1577 -0.8420 0.00 0.00 0.00 0.36
C 5.2463 -3.1337 -0.4457 0.00 0.00 0.00 0.19
H -0.1331 -0.3632 1.1466 0.00 0.00 0.00 0.36
O 2.9755 -1.7322 -2.1626 0.00 0.00 0.00 -0.67
H -2.5075 1.2166 0.9089 0.00 0.00 0.00 0.30
H 8.4359 -2.3754 0.5180 0.00 0.00 0.00 0.36
H -0.0821 -5.0997 -3.0438 0.00 0.00 0.00 0.43
H -4.1874 4.4360 -0.0873 0.00 0.00 0.00 0.38
H 1.1633 -2.2428 0.3483 0.00 0.00 0.00 0.39
C -3.9408 3.3745 -0.0523 0.00 0.00 0.00 -1.28
H -0.9663 -0.6478 -0.3715 0.00 0.00 0.00 0.33
C 6.3718 -2.9734 0.3543 0.00 0.00 0.00 0.70
C 3.6400 -6.9709 -2.5879 0.00 0.00 0.00 -1.19
N 3.1119 -4.5847 -1.9509 0.00 0.00 0.00 0.11
H -0.0910 1.9861 0.8389 0.00 0.00 0.00 0.35
H -4.3947 2.8979 -0.9235 0.00 0.00 0.00 0.31
C 4.0513 -3.5946 0.0907 0.00 0.00 0.00 0.02
H 4.4657 -7.6372 -2.3324 0.00 0.00 0.00 0.35
H 1.0569 -0.1175 -1.6638 0.00 0.00 0.00 0.33
C -2.4346 3.1491 -0.0312 0.00 0.00 0.00 -0.38
C 3.9671 -3.8993 1.4421 0.00 0.00 0.00 -0.94
H -0.1418 1.8572 -0.9039 0.00 0.00 0.00 0.35
C -0.5573 1.4347 0.0177 0.02 0.00 -0.13 -0.77
H 2.8965 -6.2836 -0.6908 0.00 0.00 0.00 0.38
C -0.1829 -0.0459 0.0999 -0.08 -0.03 -0.10 -0.36
H 3.0471 -4.2708 1.8758 0.00 0.00 0.00 0.47
C -2.0621 1.6731 0.0175 0.00 0.01 0.12 -0.64
H 1.9321 0.2908 -0.1998 0.00 0.00 0.00 0.26
H 2.4544 -4.8973 -3.9094 0.00 0.00 0.00 0.69
S 0.9599 -7.1109 -3.4223 0.00 -0.01 0.00 1.06
C 2.8339 -3.7350 -0.8069 0.00 0.00 0.00 0.44
H -1.9968 3.6588 0.8325 0.00 0.00 0.00 0.32
N 1.4880 -1.7439 -0.4634 0.00 0.00 0.00 -0.05
H 7.1448 -3.1636 2.3563 0.00 0.00 0.00 0.38


No. 2
75
Properties=species:S:1:pos:R:3:forces:R:3:mulliken_charge:R:1 method="wB97M-V/def2-TZVPD" homo_energy_ev=-7.6 lumo_energy_ev=0.27 homo_lumo_gap_ev=7.9
H 0.5433 4.6637 0.4302 0.03 -0.01 -0.09 0.42
C 4.2359 0.2608 4.3242 0.04 0.02 0.05 -0.78
O 0.6071 -0.5495 -1.8908 -0.13 0.03 0.02 -0.60
N -1.7920 -3.0711 -2.3323 0.36 0.16 0.24 0.09
H -1.8791 -1.7410 -5.2354 0.03 -0.01 0.03 0.34
H -2.0276 -3.6564 -3.1051 -0.06 -0.10 -0.10 0.08
N -1.7356 -1.0942 1.8512 0.35 -0.26 0.38 0.05
N -3.0574 -1.5077 -3.4754 0.00 -0.07 -0.02 -0.02
C -2.8039 -1.7982 3.8563 -0.03 0.02 0.07 -0.77
H -4.2941 -0.1617 -4.4491 -0.06 -0.01 -0.04 0.30
H -2.6685 -3.2251 -4.6811 -0.06 0.00 -0.04 0.38
N -2.1772 -0.9980 -1.3401 0.04 -0.02 -0.22 -0.32
H 2.8619 -1.3935 4.5229 0.07 0.08 -0.06 0.47
H -2.6740 2.2194 2.4209 0.03 0.00 0.00 0.34
F 1.2991 -2.8187 -3.2794 0.01 0.08 -0.11 -0.25
H -2.9223 0.6127 -3.6514 0.12 0.07 0.02 0.45
H 4.4733 0.3072 5.3829 -0.03 0.01 -0.07 0.28
C -0.5509 -1.2179 2.5042 0.24 0.21 0.02 0.44
C 4.8365 1.1644 3.4437 0.03 0.01 0.02 1.13
O 1.7091 -2.9349 2.8817 -0.05 0.06 0.00 -0.77
C 0.4946 4.5208 -0.6466 -0.01 0.03 -0.02 -1.21
H -3.7020 -2.0616 4.3974 0.05 0.01 -0.04 0.39
H -0.0861 3.6507 -2.9884 0.03 0.08 -0.10 0.36
N -0.3556 3.3830 -0.9760 0.04 0.06 0.00 0.20
C 3.6580 0.1380 1.6011 0.05 -0.11 -0.04 -0.36
H -1.2171 2.8853 3.1933 -0.02 0.01 -0.02 0.43
H -3.7692 -1.3163 1.9895 0.04 -0.04 0.01 0.43
C -2.7772 -2.1461 -4.7610 0.07 0.12 0.10 -1.17
N -0.5385 -3.0583 -0.3572 0.16 0.02 -0.08 0.05
S 1.8820 -0.2241 -2.6534 0.03 0.24 -0.14 0.10
Zn -0.4298 -0.9677 -0.1267 -0.04 0.09 -0.22 1.73
H -4.2957 0.0030 -2.7015 0.00 -0.01 0.04 0.37
C 3.0673 -0.7482 2.4966 0.02 0.12 0.07 -0.67
H -1.2706 5.1820 1.6797 -0.01 -0.01 -0.02 0.31
F 0.9136 -1.3463 -4.8399 0.03 -0.19 0.05 -0.26
H 6.0987 1.9964 4.8249 0.06 -0.04 0.03 0.22
H 0.1288 5.4387 -1.1123 -0.01 0.00 0.01 0.30
H -1.4478 -2.0073 5.5194 0.00 0.04 -0.06 0.41
C -2.3242 -1.7882 -2.3486 -0.03 -0.01 0.13 0.55
H -0.6536 1.0236 -2.3115 0.21 -0.51 0.14 -0.02
C -1.5942 2.3637 2.3109 -0.04 0.15 -0.09 -0.97
N -0.4377 -1.4737 3.8188 -0.01 0.08 -0.21 -0.54
H 1.5133 4.3396 -1.0036 0.00 -0.02 0.01 0.38
N 0.5388 -1.0027 1.6734 -0.62 -0.72 0.43 0.05
H 0.2050 -3.5517 0.1264 0.07 0.00 0.01 0.07
O 3.1128 -0.4739 -1.9085 0.01 -0.11 0.14 -0.63
N 5.6853 2.1581 3.9240 -0.21 -0.01 -0.03 -0.55
C 1.7765 -1.6915 -3.8501 -0.27 -0.02 0.23 0.57
H -0.3533 -5.0173 -2.8508 0.07 0.04 -0.10 0.20
H 0.3976 -5.1780 -1.3624 0.03 -0.04 0.00 0.28
O -0.9415 1.8508 -2.7122 -0.14 0.45 -0.24 -0.37
C 4.5389 1.0894 2.0783 0.04 0.06 -0.01 -0.85
N -1.2983 3.1366 1.1169 -0.09 -0.06 0.06 0.27
C -1.8632 4.4776 1.0890 -0.01 -0.16 0.06 -1.18
H -1.1222 1.3977 2.2378 0.14 -0.21 -0.02 0.07
H -1.9388 4.8387 0.0679 0.00 0.00 0.01 0.37
S 1.8983 -1.9030 1.8963 -0.09 0.04 0.05 1.28
H -2.8675 4.4448 1.5174 0.00 -0.02 0.00 0.39
N -0.4180 -4.8581 -1.8599 -0.13 0.03 0.10 -0.63
F 2.9410 -1.9929 -4.4105 0.15 0.04 -0.12 -0.24
H -3.6265 -1.9769 -5.4161 -0.05 0.02 -0.02 0.38
H -2.5633 -0.0751 -1.4945 -0.01 -0.01 -0.08 0.14
C -1.5559 -1.7777 4.4617 0.15 0.03 -0.02 -0.30
C -3.6617 -0.1845 -3.5674 0.00 -0.08 0.04 -1.11
H 5.0156 1.7813 1.3897 -0.04 -0.05 0.04 0.31
H 3.4457 0.0495 0.5372 0.03 0.03 0.12 0.54
C -0.8627 -3.6198 -1.4534 -0.20 0.04 -0.08 0.42
H 6.3129 2.5704 3.2573 0.07 -0.02 -0.04 0.22
C -2.8323 -1.4050 2.5330 -0.02 0.25 -0.28 -0.27
H 0.9862 2.4351 -2.2792 0.13 -0.14 -0.02 0.31
C -0.7643 2.5252 0.0189 0.00 -0.15 0.04 0.34
C -0.0367 2.8184 -2.2891 -0.11 -0.08 0.02 -0.41
C 3.3476 -0.6906 3.8538 -0.04 0.00 -0.05 -0.39
O 2.3357 -2.3178 0.5881 -0.21 0.10 -0.17 -0.66
O -0.6725 1.2957 -0.0958 -0.17 0.39 0.30 -0.92


No. 3
66
Properties=species:S:1:pos:R:3:forces:R:3:lowdin_spin:R:1 method="wB97M-V/def2-TZVPD" homo_energy_ev="-10.1 / -10.1" s2=8.76 total_charge=+1 lumo_energy_ev="-2.58 / -2.53" homo_lumo_gap_ev="7.5 / 7.5" multiplicity=6
H 1.2360 5.2595 0.1926 -0.01 -0.01 -0.03 0.00
H -5.7953 0.4392 -2.6430 0.05 -0.01 0.01 0.00
H -5.0422 -3.7035 -3.3556 -0.03 0.04 -0.03 0.00
C -2.5186 -1.8942 -2.5073 0.04 0.05 0.09 0.00
H -4.2125 0.8986 -1.9889 -0.02 0.00 -0.03 0.00
H -0.7109 0.4954 2.8309 -0.01 -0.03 -0.01 0.00
N 0.5083 -2.9026 3.6694 -0.04 0.01 0.03 0.00
S -1.8803 -0.2363 -0.3513 -0.18 0.04 0.03 -0.02
C 1.3622 4.5944 -0.6604 -0.14 0.04 -0.04 0.00
H 2.6343 -1.9244 4.0349 0.04 -0.04 -0.02 0.00
C -4.9457 -2.0395 -0.5775 0.02 0.04 0.09 0.00
C 1.0658 -2.0542 2.7628 0.07 -0.06 -0.06 0.00
C -5.2603 -2.6444 -3.5217 0.00 -0.04 -0.06 0.00
N 2.2759 -1.5370 3.1824 -0.04 0.08 -0.01 0.00
Sm 0.8605 -0.1106 -0.2088 0.27 -0.16 0.35 5.07
C -4.7223 0.2329 -2.6873 0.00 0.06 0.03 0.00
N 2.7832 -0.1517 1.3817 -0.08 -0.11 -0.07 -0.01
H -4.9997 -2.3967 -4.5546 -0.03 -0.03 0.05 0.00
Si -4.3731 -1.5542 -2.2871 0.00 -0.06 -0.07 0.00
H -0.3583 -3.5773 -4.5481 -0.01 0.00 0.01 0.00
N 2.0832 2.4408 -2.1006 -0.12 0.09 -0.21 0.00
H 1.0417 -3.2904 4.4272 0.00 0.01 0.00 0.00
H -0.3791 -2.1986 1.5179 -0.03 -0.01 0.03 0.00
H -2.6364 4.2915 2.3998 0.02 -0.01 -0.01 0.00
H 3.6955 -0.9514 5.1310 -0.03 0.04 -0.01 0.00
H -6.0386 -2.0485 -0.5418 0.03 0.00 0.00 0.00
H -0.3126 -3.4153 3.3995 0.01 -0.02 -0.01 0.00
N -0.2106 -1.5700 -1.8725 -0.21 -0.04 -0.06 -0.01
H 5.4142 -1.1062 4.7764 0.02 -0.01 0.00 0.00
C 0.9569 3.1992 -0.3166 -0.08 0.08 0.13 0.00
H 6.2434 0.2777 2.9709 -0.01 0.00 0.01 0.00
H -6.3401 -2.5108 -3.4152 0.04 -0.01 -0.01 0.00
C -1.5260 -1.3247 -1.6806 0.07 -0.17 -0.21 0.00
H -2.4719 2.0845 3.5648 0.01 0.00 -0.01 0.00
H 0.7725 4.9749 -1.4996 0.02 -0.01 0.02 0.00
C -0.7093 -2.9503 -3.7408 -0.07 -0.03 -0.04 0.00
H 4.6801 0.4860 5.0308 0.01 0.02 0.00 0.00
H 1.2520 -2.4768 -3.0029 0.01 0.02 0.00 0.00
H -4.3768 0.4642 -3.6982 -0.02 0.02 0.03 0.00
C -2.0680 -2.7158 -3.5320 -0.03 0.02 0.01 0.00
H -2.7891 -3.1819 -4.1951 0.05 0.01 0.02 0.00
N 4.2866 -0.3800 3.1609 0.09 -0.04 0.00 0.00
H 3.4820 0.4877 1.0243 0.04 0.03 -0.02 0.00
C 2.6837 1.4159 -2.6684 0.04 0.11 0.14 0.00
N 3.1702 1.6615 -3.8972 0.11 -0.09 -0.02 0.00
N 1.3601 2.1724 -0.9759 0.35 -0.07 -0.07 -0.01
C 0.0105 2.9402 0.7983 0.09 0.09 -0.07 0.00
N 0.0821 1.7516 1.4126 -0.18 -0.16 -0.21 -0.01
H -4.5954 -3.0456 -0.3312 -0.02 0.03 0.01 0.00
C -1.8654 3.5802 2.1330 -0.02 0.01 -0.01 0.00
H 5.4344 -0.0073 1.4359 -0.01 -0.01 0.00 0.00
C -0.9562 3.8780 1.1321 0.02 0.12 0.12 0.00
C 4.5259 -0.5024 4.5944 0.00 -0.01 -0.03 0.00
C -0.7987 1.4743 2.3758 0.09 0.01 0.03 0.00
H 3.0517 2.5753 -4.2999 -0.01 0.00 0.01 0.00
H -1.0010 4.8188 0.6011 -0.02 -0.02 0.03 0.00
S 3.0121 -0.1669 -2.0093 -0.15 0.11 0.02 -0.01
N 0.5196 -1.7409 1.6423 -0.04 0.06 0.02 -0.01
C 0.1824 -2.3512 -2.8893 0.12 0.01 0.07 0.00
H 3.7230 0.9669 -4.3632 0.02 0.02 -0.01 0.00
H 5.0513 1.4491 2.3909 0.00 -0.01 0.00 0.00
C -1.7818 2.3570 2.7790 -0.02 0.05 0.02 0.00
C 5.2987 0.3841 2.4435 -0.02 0.03 0.03 0.00
H 2.4005 4.5976 -0.9846 -0.01 0.00 0.00 0.00
H -4.5784 -1.3496 0.1837 -0.03 -0.06 -0.03 0.00
C 3.1143 -0.6383 2.5259 -0.06 -0.04 0.03 0.00


no.,DFT total energy (eV)
1,-53181.93440
2,-128179.34254
3,-83613.40139